C34H42MgN4OSSb as an isolated structure. Source: OMol25; level of theory: ωB97M-V/def2-TZVPD.

```
84
Properties=species:S:1:pos:R:3:forces:R:3
H 3.279 -2.920 -4.144 0.0 0.0 0.0
H 3.460 -2.431 -0.734 0.0 0.0 0.0
C 1.549 1.886 4.179 0.0 -0.1 0.0
H -1.357 4.588 -1.066 0.0 0.0 0.0
O -1.376 -0.010 -2.833 -0.3 -0.1 -0.1
S 1.907 -3.537 1.584 0.1 -0.1 0.1
H -1.835 1.434 -5.434 0.0 0.0 0.0
H -0.091 1.217 5.449 0.0 0.0 0.0
H 0.569 3.782 3.900 0.0 0.0 0.0
H 1.496 1.037 6.194 0.0 0.0 0.0
C 0.671 2.836 3.368 0.0 0.0 -0.1
H -3.070 2.587 -3.263 0.0 0.0 0.1
C 2.641 -1.732 3.634 0.0 0.0 -0.1
C 1.288 -1.062 1.743 -0.2 0.2 -0.3
C 1.292 1.925 -0.641 0.0 -0.2 0.1
H 0.532 0.943 1.762 -0.1 0.1 -0.1
C 1.132 0.218 2.287 0.1 -0.1 0.1
C 2.924 2.541 4.363 0.0 0.0 0.0
C 0.913 -2.796 0.387 -0.2 0.1 -0.3
H 0.222 -6.661 -2.058 0.0 0.0 0.0
H -4.683 2.220 2.671 0.0 0.0 0.0
H 2.825 0.616 -4.745 0.0 0.0 0.0
C 0.013 -5.609 -1.920 0.0 0.0 0.0
H -2.136 -0.297 -5.196 0.0 0.0 0.0
C 3.777 -1.541 -1.277 0.1 -0.1 0.0
C 1.723 0.525 3.501 0.0 0.0 0.0
C -3.450 0.739 1.744 -0.1 0.0 0.0
H 2.738 3.484 -0.427 0.0 0.0 0.0
C -0.543 -2.830 -1.578 0.0 -0.3 -0.1
C 0.739 4.234 -0.740 0.0 0.0 0.0
C -5.733 -0.029 0.376 0.0 0.0 0.0
H -4.495 -1.532 -0.542 0.0 0.0 0.0
H 2.010 1.127 -0.496 0.0 0.0 0.0
H -3.014 2.834 -0.972 0.1 0.0 0.0
C -2.310 2.082 -1.325 -0.2 0.0 0.1
C 1.697 3.246 -0.593 0.0 0.0 0.0
H 3.220 -2.476 4.163 0.0 0.0 0.0
H 3.577 1.941 4.996 0.0 0.0 0.0
C -5.792 1.029 1.272 0.0 0.0 0.0
C -2.408 0.701 -4.864 0.0 0.0 0.0
H 1.010 5.280 -0.692 0.0 0.0 0.0
C 0.314 -3.554 -0.730 0.2 0.2 0.3
C -0.575 3.850 -0.947 0.0 0.0 0.0
C 3.402 0.292 -3.881 0.1 0.0 -0.1
N 0.030 1.539 -0.847 -0.2 0.1 0.1
H 2.976 -0.226 5.084 0.0 0.0 0.0
H -1.320 -5.487 -3.595 0.0 0.0 0.0
H -0.334 2.437 3.212 0.0 0.0 0.0
H 0.772 2.637 6.057 0.0 0.0 0.0
H -1.769 -3.104 -3.326 0.0 0.0 0.0
N 0.701 -1.509 0.555 0.2 -0.2 0.3
H 1.277 -5.434 -0.213 0.0 0.0 0.0
H 4.273 -0.270 -4.217 0.0 0.1 0.0
C -0.853 -4.943 -2.784 0.0 0.0 0.0
H -2.554 1.033 2.280 0.0 0.0 0.0
H -6.623 -0.340 -0.156 0.0 0.0 0.0
C -1.109 -3.590 -2.612 0.0 0.1 0.0
C 2.257 -2.714 -3.831 0.1 -0.1 0.0
Mg -0.456 -0.736 -1.164 -0.1 0.5 0.1
C 0.894 1.678 5.551 0.0 0.0 0.0
C -3.397 -0.318 0.842 0.1 0.0 -0.1
H 3.422 2.679 3.401 0.0 0.0 0.0
H -2.562 1.162 -0.806 0.1 -0.1 0.0
C -0.894 2.502 -1.013 0.0 -0.1 -0.1
H 1.108 3.052 2.392 0.0 0.0 -0.1
H 1.868 -3.548 -3.248 0.0 0.0 0.0
N -2.557 1.891 -2.747 0.0 0.1 -0.2
H -1.526 -0.926 1.354 0.0 0.0 0.0
H -2.239 -1.889 0.234 -0.1 0.0 0.1
H 1.624 -2.584 -4.707 0.0 0.0 0.0
H 3.981 -0.752 -0.553 0.0 0.0 0.0
N -2.145 -0.926 0.551 0.1 -0.1 -0.1
Sb 2.229 -0.967 -2.629 -0.3 0.0 0.1
H 4.686 -1.764 -1.833 0.0 0.0 0.0
C -4.646 1.406 1.959 0.0 0.0 0.0
C -2.081 0.829 -3.407 0.2 -0.1 0.1
C -4.541 -0.706 0.158 0.0 0.1 0.0
H -3.467 0.877 -5.046 0.0 0.0 0.0
H 3.733 1.172 -3.333 0.0 0.0 0.0
C 2.495 -0.463 4.145 0.0 0.1 0.0
H 2.813 3.519 4.835 0.0 0.0 0.0
H -6.725 1.548 1.440 0.0 0.0 0.0
C 2.010 -2.031 2.427 0.1 0.0 0.2
C 0.603 -4.912 -0.885 0.0 -0.1 -0.1
```
Forces are in eV/Å.

Values from the calculation:
Energy relative to the best compared isomer or geometry (same formula, charge and spin) (kcal per mole): 0.0
Lowest unoccupied orbital energy (Ha): -0.086
Charge: +1
Electronic energy (eV): -66764.5030

---

C34H42N4OP2S2Zr as an isolated structure. Source: OMol25; level of theory: ωB97M-V/def2-TZVPD.

```
86
Properties=species:S:1:pos:R:3:forces:R:3
C -0.400 2.354 1.520 0.0 -0.1 0.1
H -3.942 2.535 -1.327 0.0 0.0 0.0
C 3.947 -0.653 -3.624 0.0 0.0 0.0
H 4.416 -1.371 -5.579 0.0 0.0 0.0
H -4.173 -3.403 -0.792 0.0 0.0 0.0
H 8.612 0.302 0.938 0.0 0.0 0.0
C -6.927 -1.492 3.323 0.0 0.0 0.0
C -6.284 0.695 2.502 0.0 0.0 0.0
H -3.175 -2.019 -3.477 0.0 0.0 0.0
C 2.307 -1.017 -5.337 0.1 0.0 0.0
H -6.435 1.760 2.396 0.0 0.0 0.0
H -2.199 -3.918 1.225 0.0 0.0 0.0
H 5.304 0.851 -1.925 0.0 0.0 0.0
C -3.113 1.932 -1.700 0.0 0.0 0.0
H -0.321 -2.574 -2.614 0.0 0.0 0.0
H -1.774 4.289 -0.996 0.0 0.0 0.0
P -2.109 1.362 -0.305 0.1 0.0 0.0
C 5.782 0.026 2.781 0.0 0.0 0.0
H 0.010 3.169 2.121 0.0 0.0 0.0
H -8.020 0.345 3.667 0.0 0.0 0.0
C -1.547 2.855 0.640 0.0 -0.1 0.0
H -1.389 -3.799 -3.299 0.0 0.0 0.0
C 2.956 -0.240 -2.722 0.0 0.1 0.2
H 4.895 1.092 -0.209 0.0 0.0 0.0
H -3.513 1.077 -2.238 0.0 0.0 0.0
N -3.867 -1.875 1.419 0.0 -0.1 0.0
C 4.784 0.436 -1.066 0.0 0.0 0.0
H 5.259 -0.515 -0.800 0.0 0.0 0.0
C -7.149 -0.093 3.199 0.0 0.0 0.0
C -3.034 -1.113 0.754 0.0 0.1 -0.1
C -1.284 -3.356 1.047 0.0 0.0 0.0
C -1.064 -3.338 -2.365 0.0 0.0 0.0
C -0.983 3.824 -0.408 0.0 0.0 0.0
C -3.235 0.295 0.667 0.0 -0.1 0.0
C 3.633 -1.048 -4.909 -0.1 0.0 0.0
H -7.633 -2.088 3.885 0.0 0.0 0.0
H 5.242 -0.700 3.377 0.0 0.0 0.0
H 3.633 2.676 2.876 0.0 0.0 0.0
C 5.287 1.317 2.642 0.0 0.0 0.1
N -4.278 0.877 1.208 0.0 0.0 0.0
H -0.520 -4.001 0.615 0.0 0.0 0.0
C -2.616 3.533 1.488 0.0 0.0 0.0
S 1.070 -1.072 1.648 0.1 0.0 0.0
H -0.694 1.561 2.212 0.0 0.0 0.0
S 2.689 0.553 3.467 0.1 0.0 0.0
C 3.343 0.195 -1.371 0.0 0.0 0.0
C 7.679 0.586 1.408 0.0 0.0 0.0
H 0.272 -0.580 -4.779 0.0 0.0 0.0
H -2.501 2.522 -2.379 0.0 0.0 0.0
N 2.453 0.328 -0.423 -0.1 0.0 -0.1
C 7.197 1.880 1.277 0.0 0.0 0.0
H -0.439 4.621 0.102 0.0 0.0 0.0
N 2.924 0.758 0.827 0.0 0.1 0.0
H -3.753 -1.172 -2.045 0.0 0.0 0.0
H -5.664 -3.150 2.830 0.0 0.0 0.0
H -0.283 3.335 -1.097 0.0 0.0 0.0
C 6.968 -0.340 2.160 0.0 0.0 0.0
C 1.308 -0.616 -4.470 -0.1 0.0 0.0
H -0.584 -4.116 -1.770 0.0 0.0 0.0
P -1.642 -1.985 -0.080 0.0 0.0 0.0
H -0.920 -2.963 1.995 0.0 0.0 0.0
H 0.478 2.014 0.925 0.0 0.1 0.0
C -3.340 -3.797 -1.375 0.0 0.0 0.0
C -4.931 -1.295 2.014 0.0 0.0 0.0
O 0.617 0.097 -2.325 0.0 -0.6 0.4
H 5.629 3.252 1.782 0.0 0.0 0.0
C 6.003 2.240 1.887 0.0 0.0 0.0
C 1.628 -0.253 -3.173 -0.1 0.1 0.1
C 2.348 0.184 1.816 -0.2 -0.1 -0.1
H -3.734 -4.153 -2.329 0.0 0.0 0.0
H -2.131 -0.825 -2.710 0.0 0.0 0.0
H -3.479 3.824 0.889 0.0 0.0 0.0
C -2.869 -1.610 -2.512 0.0 0.0 0.0
Zr 0.255 -0.024 -0.423 0.0 0.4 -0.6
H 7.347 -1.346 2.279 0.0 0.0 0.0
H -2.926 -4.658 -0.852 0.0 0.0 0.0
C 4.030 1.776 3.343 0.0 -0.1 -0.1
C -5.149 0.106 1.895 0.0 0.0 0.0
H -2.192 4.437 1.931 0.0 0.0 0.0
H -2.968 2.887 2.289 0.0 0.0 0.0
C -5.846 -2.087 2.748 0.0 0.0 0.0
H 2.056 -1.308 -6.347 0.0 0.0 0.0
H 7.751 2.614 0.706 0.0 0.0 0.0
H 4.224 2.003 4.394 0.0 0.0 0.0
C -2.283 -2.731 -1.655 0.1 0.1 0.0
H 4.979 -0.679 -3.309 0.0 0.0 0.0
```
Forces are in eV/Å.

Values from the calculation:
Energy relative to the best compared isomer or geometry (same formula, charge and spin) (kcal per mole): 0.0
Lowest unoccupied orbital energy (Ha): -0.244
Charge: +2
Electronic energy (eV): -85466.0033

---

Number 1: HOMO level -10.417 eV. Number 2: HOMO level -13.189 eV.